Formula: C4H5O2S
Source: the Open Molecules 2025 dataset
Level of theory: ωB97M-V with the def2-TZVPD basis set

Each atom is followed by the atoms it is bonded to, with distances in Å.
Geometry (Å):
1 C -1.117 0.852 0.008  C2 1.760, C4 1.546
2 C -1.116 -0.908 0.025  C1 1.760, O6 1.401, S7 1.701
3 C 1.277 0.752 0.568  C4 1.478, H8 1.110, H9 1.176, H10 1.078
4 C 0.307 1.284 -0.412  C1 1.546, C3 1.478, H11 1.120, H12 1.235
5 O -2.188 -3.208 0.518  S7 1.452
6 O -0.419 -1.782 -0.819  C2 1.401, S7 1.731
7 S -2.071 -2.204 -0.524  C2 1.701, O5 1.452, O6 1.731
8 H 1.866 -0.097 0.159  C3 1.110
9 H 0.770 0.336 1.544  C3 1.176
10 H 1.968 1.495 0.931  C3 1.078
11 H 0.563 0.976 -1.458  C4 1.120
12 H 0.160 2.504 -0.539  C4 1.235

## Properties
* ΔE to the lowest compared entry with this formula, charge and spin: 706.8 kJ/mol
* maximum force: 6.91 eV/Å
* orbital gap (spin up / spin down): 6.165 / 6.262 eV
* total charge: -1
* E_LUMO (spin up / spin down): 3.62 / 3.64 eV
* energy: -19153.218 eV

Löwdin population analysis, charges in e, atoms 1 to 6: number 1, C, carries -0.063; number 2, C, carries -0.553; number 3, C, carries -0.210; number 4, C, carries -0.469; number 5, O, carries -0.554; number 6, O, carries -0.376